(1)
DFT (ωB97M-V/def2-TZVPD) results for C34H23ClF5IrNO3SSi as an isolated structure in a non-equilibrium geometry.

Geometry as XYZ:
```
70
Properties=species:S:1:pos:R:3:forces:R:3:mulliken_charge:R:1
C 2.729 -4.098 0.369 -0.2 -0.1 0.1 0.87
C -4.382 2.276 0.298 0.0 0.0 0.0 -0.59
C 0.374 4.083 3.506 0.0 0.0 -0.1 -0.78
F -5.980 -2.804 0.176 0.2 0.0 0.0 -0.31
F -2.865 -0.184 -2.106 0.6 1.4 -1.4 -0.39
H 1.259 3.907 -4.399 0.0 0.0 -0.1 0.42
O 0.943 -1.516 0.930 -0.4 0.1 -0.5 -0.84
C 0.736 3.117 4.432 0.0 0.0 0.0 -0.46
Cl 2.389 -6.420 -3.465 0.0 0.1 0.0 -0.24
C 2.204 -1.246 0.793 0.1 -0.2 0.1 1.09
C -3.057 1.884 0.383 0.1 -0.1 0.2 -0.57
H 4.172 -1.954 1.225 -0.1 0.0 0.0 0.35
H -3.986 5.012 -1.642 0.0 0.0 0.0 0.42
H 3.825 -2.649 -0.791 0.1 0.1 0.0 0.44
C -2.038 2.593 -0.262 0.0 -0.2 0.0 0.74
C 3.304 -3.592 -0.787 -0.1 -0.1 0.0 -0.69
Si -0.246 2.060 -0.023 -0.2 0.9 0.3 -0.32
H 2.110 -5.935 2.416 0.1 0.0 0.0 0.32
C 2.526 -5.511 -1.983 0.0 0.0 -0.1 0.19
H 0.952 3.400 5.453 0.0 0.0 0.0 0.38
C 0.627 3.145 -2.504 -0.1 0.0 0.0 -0.42
F -5.348 -1.020 -1.762 -0.8 0.6 -0.9 -0.35
F -3.964 -3.706 1.754 -0.1 -0.9 1.1 -0.30
H 0.597 0.381 2.459 0.0 -0.1 0.0 0.26
C 1.497 3.810 -3.350 0.0 0.0 0.0 -0.76
H 0.639 -5.101 1.973 0.0 0.0 0.0 0.22
N 0.703 0.718 -4.414 0.0 0.2 -0.4 -0.45
Ir -0.114 -0.372 -0.556 0.1 -0.8 0.2 1.28
H -2.804 1.017 0.984 0.0 -0.1 0.0 0.43
H 3.366 4.845 -3.512 0.0 0.0 0.0 0.39
O 2.781 -3.473 1.587 0.0 0.0 0.0 -0.47
C 2.127 3.499 -0.669 0.1 -0.1 0.1 -0.39
H 2.391 3.370 0.372 0.0 0.0 0.1 0.33
C -3.729 4.128 -1.075 0.1 0.0 0.0 -0.68
C 0.539 1.426 2.732 0.0 -0.1 0.0 -0.24
C -1.987 -1.426 -0.321 -0.3 0.1 -0.2 -1.42
C -3.039 -1.016 -1.122 -3.0 -1.7 1.1 1.01
H 3.927 4.565 -1.124 0.0 0.0 0.0 0.42
C 0.094 3.714 2.200 0.0 0.0 -0.1 -0.15
C 0.918 2.985 -1.146 0.0 -0.1 -0.1 0.75
H 0.306 5.121 3.801 0.0 0.0 0.0 0.40
C -4.729 -2.376 0.017 0.5 0.2 -0.1 0.94
H -1.642 4.307 -1.494 0.0 0.1 0.0 0.43
H -5.152 1.713 0.812 0.0 0.0 0.0 0.46
H 1.084 1.031 4.766 0.0 0.0 0.0 0.44
C -3.705 -2.834 0.821 2.2 1.5 -1.1 -0.13
S 0.546 -1.408 -2.532 -0.1 0.2 0.0 -0.14
C -4.721 3.402 -0.440 0.0 -0.1 0.1 -0.57
C 0.633 -0.133 -3.643 0.1 -0.5 0.6 0.42
O 2.630 -0.365 0.070 0.0 0.6 -0.4 -0.61
C 2.030 -5.314 0.362 0.1 0.1 0.0 0.92
C 1.941 -6.011 -0.828 0.1 0.1 -0.1 -0.77
C -2.402 3.726 -0.988 0.1 0.0 -0.1 -0.21
H 1.406 -6.949 -0.862 0.0 -0.1 0.0 0.37
C 1.382 -5.814 1.616 0.0 0.0 0.1 -1.35
C 0.812 1.789 4.045 0.0 0.0 0.0 -0.75
H -0.196 4.480 1.492 0.0 0.1 -0.1 0.38
C 2.998 4.170 -1.511 0.0 0.0 0.0 -0.70
H 0.896 -6.771 1.440 0.0 0.0 0.0 0.42
C 2.682 4.328 -2.852 0.0 0.0 0.0 -0.50
C 3.156 -2.115 1.594 0.0 -0.2 0.4 -0.99
C -2.347 -2.349 0.635 -3.2 -0.7 0.0 0.70
C 3.204 -4.309 -1.974 -0.1 -0.1 0.0 -0.87
H 3.649 -3.926 -2.879 0.0 0.0 -0.1 0.48
H 3.109 -1.810 2.644 0.0 0.0 -0.1 0.37
C 0.181 2.378 1.784 0.0 0.1 0.0 0.45
F -1.487 -2.858 1.468 1.3 -0.5 1.0 -0.25
H -5.754 3.715 -0.511 0.0 0.0 0.0 0.39
C -4.411 -1.463 -0.970 2.9 0.2 0.6 0.07
H -0.286 2.734 -2.914 -0.1 0.0 0.0 0.73
```
Forces are in eV/Å.

Computed properties:
ΔE to the lowest compared entry with this formula, charge and spin: 10.9 kcal per mole
Expectation value of S²: 8.77
2S+1: 6
Frontier orbital gap (alpha / beta): 8.6289 / 4.7740 eV

***

(2)
DFT (ωB97M-V/def2-TZVPD) results for one molecule with the formula C2H4N2OS2 in a non-equilibrium geometry.

Geometry as XYZ:
```
11
Properties=species:S:1:pos:R:3:forces:R:3:mulliken_charge:R:1
O 2.594 -1.019 -2.006 -0.2 0.0 0.1 -0.43
H 2.150 0.128 -0.362 -0.2 -0.5 -0.3 0.27
H -2.403 2.211 -1.357 0.0 -0.1 0.4 0.16
N -1.167 0.705 -0.198 0.3 -0.4 0.9 -0.39
S -2.300 1.975 -0.030 0.1 -0.1 -0.4 -0.17
C -0.773 0.157 0.888 -0.5 0.7 -0.8 0.14
S 0.577 -1.731 -0.479 0.0 -0.1 0.0 -0.01
N 0.156 -0.868 0.899 -0.3 0.5 -0.4 -0.25
H 0.322 -1.266 1.792 0.3 -0.5 0.5 0.23
H -1.106 0.459 1.890 0.1 -0.1 -0.1 0.33
C 1.949 -0.753 -1.035 0.4 0.4 0.2 0.12
```
Forces are in eV/Å.

Computed properties:
ΔE to the lowest compared entry with this formula, charge and spin: 32.1 kcal per mole
Structure (SMILES): O=CSN/C=N/S
Frontier orbital gap: 9.0514 eV

***

(3)
DFT (ωB97M-V/def2-TZVPD) results for C5H15N3NaO6S as an isolated structure in a non-equilibrium geometry.

Geometry as XYZ:
```
31
Properties=species:S:1:pos:R:3:forces:R:3:mulliken_charge:R:1
C 2.371 -1.713 -2.427 0.0 0.8 -0.7 -1.41
O 0.326 -1.053 2.919 0.0 0.7 -0.3 -0.79
H -2.415 -1.685 -1.696 -0.1 0.0 -0.1 0.37
H 1.299 3.631 2.819 0.2 0.4 0.2 0.24
H -0.269 -2.101 -2.048 -0.1 0.0 0.0 0.41
N -1.632 4.007 1.601 0.2 0.0 -0.3 -0.40
O 0.726 -3.418 2.583 -0.2 0.1 -0.3 -0.76
H 1.666 0.244 -1.822 -0.2 0.1 -0.2 0.32
H 3.380 -1.301 -2.364 0.0 -0.1 0.3 0.37
C -0.402 3.428 1.828 -0.3 0.0 0.3 0.57
H -0.015 -0.870 -3.310 -0.1 0.0 0.0 0.31
C -0.018 -1.047 -2.226 0.0 0.0 -0.1 -0.72
H 2.360 -2.713 -2.006 -0.1 -0.1 -0.1 0.36
O -0.981 -0.210 -1.604 -0.1 -0.2 -0.5 -0.23
O -0.106 2.338 1.370 -0.2 0.1 -0.1 -0.59
H 2.308 -0.922 0.177 0.0 0.2 -0.1 0.18
H -1.972 4.807 2.101 0.1 -0.1 0.2 0.17
H -2.317 3.419 1.164 0.0 0.0 0.0 0.21
N 0.456 4.139 2.624 -0.4 -0.6 -0.5 -0.42
C 1.374 -0.802 -1.692 0.8 -0.5 1.0 0.21
O -1.167 -2.296 1.512 -0.3 0.4 -1.1 -0.76
S -0.327 -2.389 2.747 0.2 -0.3 1.1 1.19
H 1.140 -2.020 -0.036 -0.2 0.1 0.3 0.22
H 0.299 5.103 2.839 0.3 0.0 0.2 0.17
N 1.397 -1.054 -0.242 -0.4 0.1 -0.4 -0.43
C -2.311 -0.620 -1.923 0.4 -0.1 1.1 -0.77
O -1.199 -2.676 3.905 0.2 0.0 -0.3 -0.74
Na -0.590 -0.015 0.869 0.5 -0.8 0.8 0.83
H -2.923 -0.076 -1.203 -0.3 0.0 -0.3 0.24
H 2.159 -1.713 -3.506 -0.1 -0.3 0.1 0.35
H -2.615 -0.421 -2.952 0.2 0.2 -0.1 0.30
```
Forces are in eV/Å.

Computed properties:
ΔE to the lowest compared entry with this formula, charge and spin: 0.0 kcal per mole
Charge: -1
Frontier orbital gap: 4.6021 eV

***

(4)
DFT (ωB97M-V/def2-TZVPD) results for one molecule with the formula C4H8N2S in a non-equilibrium geometry.

Geometry as XYZ:
```
15
Properties=species:S:1:pos:R:3:forces:R:3:mulliken_charge:R:1
S 0.477 0.585 -0.614 0.0 0.1 0.1 -0.12
H -4.431 0.333 -0.312 -1.2 -3.2 -0.7 0.31
N -0.437 0.393 0.828 2.6 -0.3 1.2 -0.84
H -3.650 1.557 -1.449 -0.9 -0.7 0.4 0.24
H -4.594 1.829 0.029 0.0 1.7 0.8 0.33
H 2.943 0.722 1.389 -0.3 0.8 -0.4 0.30
H 1.944 2.410 -1.097 -0.4 -1.4 2.1 0.27
C -3.889 1.184 -0.425 1.5 2.2 -1.4 -1.08
H 3.854 1.795 0.279 -0.4 -0.3 0.1 0.31
H 3.205 0.209 -0.155 0.2 -0.4 -1.1 0.34
C 2.976 1.123 0.346 2.0 -0.6 1.9 -1.12
H 1.360 2.519 0.677 0.2 -1.3 -1.3 0.25
C 1.739 1.759 -0.108 -0.9 3.2 -1.5 -0.25
N -1.563 0.869 0.638 -1.3 -0.8 -1.3 0.64
C -2.582 1.033 0.131 -1.1 1.1 1.2 0.42
```
Forces are in eV/Å.

Computed properties:
ΔE to the lowest compared entry with this formula, charge and spin: 113.3 kcal per mole
Frontier orbital gap: 8.3754 eV

***

| no. | energy (hartree) |
| --- | --- |
| 1 | -3341.26547 |
| 2 | -1059.69216 |
| 3 | -1375.85468 |
| 4 | -664.75218 |